{"formula": "C2H9N2OP", "method": "ωB97M-V/def2-TZVPD", "symbols": ["C", "C", "N", "N", "O", "P", "H", "H", "H", "H", "H", "H", "H", "H", "H"], "positions_angstrom": [[0.3220, 1.1300, -0.7027], [1.5993, -0.8253, 1.1163], [-2.4304, -1.5430, -1.5920], [-1.8270, -1.0225, -2.4994], [0.3524, 1.4102, 2.1345], [0.0567, 0.2201, 0.9661], [-0.5406, 1.8434, -0.6677], [1.2153, 1.6034, -0.7741], [0.1106, 0.3548, -1.5435], [2.5370, -0.2745, 1.1383], [1.3595, -1.2392, 2.1458], [1.6747, -1.5878, 0.3660], [-0.1510, 1.0021, 2.9747], [-2.7160, -1.0500, -0.7258], [-1.5624, -0.0214, -2.3366]], "atomic_forces_ev_per_a": [[-4.2555, -2.4597, 0.9186], [-1.0641, 0.7424, 1.7063], [-1.2816, -2.1167, 0.8410], [0.8802, 1.2887, -0.6233], [-1.6362, -2.0087, 2.0030], [0.5967, 0.0227, -1.2152], [0.8310, -0.3067, -0.4335], [2.7129, 1.3958, -0.4390], [0.7389, 1.3861, 1.5501], [-0.0448, 0.2255, 0.1191], [0.8771, -0.0649, -1.1939], [-0.2751, -0.5616, -0.2504], [1.6828, 1.6896, -2.7037], [0.6511, 0.9490, -0.3727], [-0.4136, -0.1815, 0.0936]], "mulliken_charge": [-0.885, -0.943, -0.215, -0.207, -0.525, 0.246, 0.283, 0.413, 0.111, 0.316, 0.248, 0.338, 0.356, 0.230, 0.234], "e_tot_ha": -607.615109, "mol_weight_g_mol": 108.1, "de_lowest_kcal_mol": 76.17, "largest_force_ev_per_a": 5.00, "total_charge": 0, "e_homo_ev": -8.83, "smiles": "[H]/N=N\\[H].CP(C)O"}

{"formula": "C2H9N2S", "method": "ωB97M-V/def2-TZVPD", "symbols": ["C", "C", "N", "N", "S", "H", "H", "H", "H", "H", "H", "H", "H", "H"], "positions_angstrom": [[-1.4215, -0.2032, 0.9171], [-0.3065, 0.6561, 0.2152], [0.7188, 1.0113, 0.9376], [-0.3763, 0.9291, -1.1252], [2.2563, 1.4276, 0.0998], [-2.2826, -0.3032, 0.2285], [-1.5477, 0.2474, 1.8264], [-0.9371, -1.1543, 1.2244], [0.7229, -2.0663, -0.7031], [0.5102, 1.1826, 1.8697], [2.7994, 0.1073, -0.2650], [-1.2229, 0.6804, -1.6235], [0.4341, 1.3944, -1.5558], [0.2879, -1.6192, -0.3198]], "atomic_forces_ev_per_a": [[2.0948, 0.0273, -3.0341], [-2.3704, -0.9299, -2.8265], [2.2377, -0.1283, -3.0373], [0.4329, -0.6511, 2.8795], [-0.0386, -1.2917, 0.5113], [0.3387, -0.0664, 0.9485], [-1.3498, 1.4045, 2.2876], [-0.4245, 0.3093, -0.7683], [0.2302, -0.2338, -0.1791], [0.5560, 0.0362, 2.3004], [-1.3225, 1.8121, 0.9354], [0.4403, 0.0206, -0.0899], [-0.8015, -0.2684, 0.0378], [-0.0233, -0.0402, 0.0348]], "mulliken_charge": [-1.085, 0.665, -0.231, -0.312, -0.162, 0.333, 0.417, 0.412, 0.133, 0.256, 0.256, 0.237, 0.205, -0.124], "e_tot_ha": -588.986000, "mol_weight_g_mol": 93.2, "de_lowest_kcal_mol": 52.61, "largest_force_ev_per_a": 3.80, "total_charge": 1, "e_homo_ev": -14.75}

{"formula": "C2H9N2S2", "method": "ωB97M-V/def2-TZVPD", "symbols": ["C", "S", "S", "H", "H", "H", "H", "N", "C", "N", "H", "H", "H", "H", "H"], "positions_angstrom": [[1.7933, -0.4309, 1.9510], [1.4562, -0.8404, 0.2196], [-0.5951, -1.2533, 0.1668], [1.8040, 0.6503, 2.0515], [2.8088, -0.7830, 2.1552], [1.1224, -0.8917, 2.6755], [-0.6718, -1.9936, 1.2808], [-0.5976, 1.8827, 0.0193], [-1.0837, 1.9040, -1.1921], [-1.5195, 0.8922, -1.8998], [-0.1078, 1.0231, 0.2843], [-0.8066, 2.6762, 0.6010], [-1.2702, 2.8854, -1.5976], [-1.7305, 1.1588, -2.8493], [-1.5990, -0.0833, -1.5950]], "atomic_forces_ev_per_a": [[0.3201, 0.4180, 0.0668], [-0.1863, -0.5210, -0.1093], [0.3577, -0.3180, 0.5122], [-0.1453, 0.0651, 0.2844], [-0.1597, -0.0603, -0.1223], [-0.0555, -0.0311, -0.2679], [-0.0568, -0.2456, -0.1129], [0.2572, -0.6710, -0.6803], [-1.1387, 0.3638, 0.4760], [0.6104, 0.2854, -0.5061], [-0.4574, 0.4197, 0.7963], [0.7609, 0.0655, 0.2666], [-0.1153, 0.1782, -0.3158], [-0.2881, -0.5816, -0.1554], [0.2968, 0.6329, -0.1323]], "mulliken_charge": [-0.717, 0.001, -0.311, 0.281, 0.291, 0.294, 0.184, -0.165, 0.301, -0.188, 0.051, 0.236, 0.321, 0.274, 0.146], "e_tot_ha": -987.236013, "mol_weight_g_mol": 125.2, "de_lowest_kcal_mol": 15.88, "largest_force_ev_per_a": 1.29, "total_charge": 1, "e_homo_ev": -12.55}

{"formula": "C2H9N3", "method": "ωB97M-V/def2-TZVPD", "symbols": ["C", "N", "H", "H", "H", "H", "H", "N", "C", "N", "H", "H", "H", "H"], "positions_angstrom": [[-0.0966, -1.1043, -2.7323], [-0.0886, -2.5498, -3.1820], [-0.2123, -1.2246, -1.6593], [-0.8578, -0.4647, -3.1660], [0.8969, -0.7299, -2.9561], [-0.9298, -2.6809, -3.7544], [0.6445, -2.6783, -3.8511], [-0.5350, 2.2767, 2.4512], [0.4691, 1.5657, 3.1148], [0.3698, 1.3608, 4.3590], [-1.4540, 2.0176, 2.8025], [-0.6799, 2.0074, 1.4788], [1.2925, 1.3710, 2.4228], [1.1813, 0.8333, 4.6721]], "atomic_forces_ev_per_a": [[0.7889, -1.8845, 0.2641], [-1.3519, 0.9374, -0.6522], [-0.1158, 0.8400, 0.1825], [-0.1097, -0.0742, -0.1063], [-0.0178, 0.4918, 0.1838], [0.2476, -0.2512, 0.4289], [0.5583, -0.0559, -0.2985], [-1.2854, -0.8623, -0.7355], [-0.6657, 0.8755, -0.4423], [0.4730, -0.6331, -0.2827], [0.1489, 0.5425, 0.9049], [0.9895, 0.2613, -0.0759], [0.3096, -0.3555, 0.4433], [0.0303, 0.1683, 0.1858]], "mulliken_charge": [-0.554, -0.590, 0.168, 0.250, 0.280, 0.218, 0.228, -0.561, 0.115, -0.620, 0.278, 0.256, 0.286, 0.246], "e_tot_ha": -245.829741, "mol_weight_g_mol": 75.1, "de_lowest_kcal_mol": 26.31, "largest_force_ev_per_a": 2.06, "total_charge": 0, "e_homo_ev": -9.68, "smiles": "[H]/N=C/N.CN"}

{"formula": "C2H9N3", "method": "ωB97M-V/def2-TZVPD", "symbols": ["C", "N", "H", "H", "H", "N", "C", "N", "H", "H", "H", "H", "H", "H"], "positions_angstrom": [[-2.8259, 0.1662, 0.2913], [-2.0496, 0.8448, -0.4502], [-2.7051, -0.9215, 0.2518], [-3.1840, 0.5098, 1.2690], [-1.6561, 1.6308, 0.0651], [1.7986, 0.9468, -0.4830], [1.6762, -0.2591, 0.3217], [0.9371, -1.3209, -0.3577], [2.4534, 0.7957, -1.2429], [0.8805, 1.1916, -0.8292], [2.6703, -0.6812, 0.4830], [1.2803, 0.0983, 1.2760], [0.5995, -2.0731, 0.2274], [0.1249, -0.9283, -0.8223]], "atomic_forces_ev_per_a": [[1.9459, -0.3037, 1.3259], [0.8464, -0.8713, 0.3968], [-1.4252, -0.0702, -1.0546], [-0.1751, 0.2259, -0.1467], [-1.1089, 1.0213, -0.4918], [0.3285, -0.4652, 0.2293], [0.4472, 0.0623, -0.1293], [-0.4903, 0.1986, -0.4818], [-0.4095, 0.0794, -0.1440], [0.0944, 0.1559, -0.3288], [0.0777, 0.3574, 0.3042], [-0.2814, -0.4556, 0.1818], [0.2140, 0.0621, 0.2963], [-0.0637, 0.0031, 0.0427]], "mulliken_charge": [-0.237, -0.472, 0.224, 0.242, 0.244, -0.569, -0.346, -0.619, 0.231, 0.233, 0.359, 0.266, 0.222, 0.222], "e_tot_ha": -245.797505, "mol_weight_g_mol": 75.1, "de_lowest_kcal_mol": 46.54, "largest_force_ev_per_a": 2.37, "total_charge": 0, "e_homo_ev": -9.12, "smiles": "C=N.NCN"}

{"formula": "C2H9N3O", "method": "ωB97M-V/def2-TZVPD", "symbols": ["C", "C", "N", "N", "N", "O", "H", "H", "H", "H", "H", "H", "H", "H", "H"], "positions_angstrom": [[1.9369, 1.1657, -0.0052], [-0.2875, -1.6775, -0.2887], [-0.1240, -0.2297, -0.2679], [-0.7619, 0.4471, 0.7753], [-2.0000, 0.7077, -0.0031], [1.3424, -0.0484, 0.3573], [-0.9910, -0.1778, 1.5536], [-1.9021, 1.5271, -0.5907], [-2.5966, -0.0617, -0.3037], [3.0192, 1.0299, 0.0605], [1.6267, 1.9707, 0.6725], [1.6971, 1.4746, -1.0304], [-0.3622, -2.1187, 0.7128], [-1.1836, -1.9126, -0.8622], [0.5867, -2.0962, -0.7799]], "atomic_forces_ev_per_a": [[-0.3797, 0.4779, -0.2080], [0.1700, -0.0099, 0.3049], [5.1178, 0.6276, 1.9311], [-3.5991, 0.1149, -3.2735], [-0.8996, 1.0593, 2.5602], [-0.9672, -1.8201, -1.2616], [-0.1288, -0.0003, -0.1683], [0.0497, -0.6527, 0.1482], [0.7667, 0.3257, -0.0202], [-0.0777, -0.0405, 0.0881], [0.0534, -0.0061, -0.0633], [-0.0273, -0.1916, 0.0771], [0.0044, 0.0902, 0.0188], [0.0087, 0.0128, -0.0092], [-0.0914, 0.0131, -0.1244]], "mulliken_charge": [-0.594, -0.845, 0.010, -0.202, -0.510, -0.318, 0.265, 0.250, 0.227, 0.246, 0.248, 0.275, 0.330, 0.327, 0.293], "e_tot_ha": -320.930454, "mol_weight_g_mol": 91.1, "de_lowest_kcal_mol": 126.31, "largest_force_ev_per_a": 5.51, "total_charge": 0, "e_homo_ev": -8.83, "smiles": "CON(C)NN"}

{"formula": "C2H9N3O3", "method": "ωB97M-V/def2-TZVPD", "symbols": ["C", "N", "C", "N", "O", "O", "H", "H", "H", "H", "H", "H", "N", "O", "H", "H", "H"], "positions_angstrom": [[-2.3301, 1.0981, 0.2133], [1.7778, -0.2211, -0.2192], [-1.4613, 0.0415, -0.4018], [1.2924, 0.6502, 0.7474], [3.1813, 0.0068, -0.5173], [-0.9091, 0.1064, -1.4713], [3.6605, -0.7271, -0.1129], [1.4818, 1.6332, 0.5479], [1.6902, 0.4101, 1.6515], [-3.0950, 0.6377, 0.8298], [-1.7025, 1.7246, 0.8437], [-2.7726, 1.7102, -0.5667], [-0.5702, -2.1040, -0.0487], [-1.3759, -1.0250, 0.4018], [1.3045, 0.0052, -1.0985], [-0.5521, -2.0419, -1.0708], [0.3804, -1.9049, 0.2720]], "atomic_forces_ev_per_a": [[0.0408, -0.1069, -0.0997], [0.4309, -0.3561, -0.1391], [0.1140, 0.0048, -0.0388], [0.0691, 0.2957, 0.1758], [-0.2170, 0.4077, -0.0387], [0.0366, 0.1230, -0.2213], [-0.3255, -0.0283, -0.0130], [0.1750, -0.1913, -0.0552], [-0.1314, 0.0129, -0.2325], [-0.0705, 0.0350, 0.0619], [0.0504, 0.0306, 0.0557], [0.0041, -0.0065, -0.0273], [0.0183, -0.4996, -0.2203], [-0.1787, -0.0812, 0.3605], [0.1978, -0.0225, 0.3452], [0.0412, 0.1224, 0.2722], [-0.2550, 0.2603, -0.1852]], "mulliken_charge": [-1.037, -0.274, 0.945, -0.317, -0.464, -0.644, 0.326, 0.237, 0.219, 0.324, 0.228, 0.316, -0.562, -0.224, 0.229, 0.303, 0.395], "e_tot_ha": -471.474676, "mol_weight_g_mol": 123.1, "de_lowest_kcal_mol": 44.13, "largest_force_ev_per_a": 0.58, "total_charge": 0, "e_homo_ev": -9.55, "smiles": "CC(=O)ON.NNO"}

{"formula": "C2H9N4", "method": "ωB97M-V/def2-TZVPD", "symbols": ["C", "C", "N", "N", "N", "N", "H", "H", "H", "H", "H", "H", "H", "H", "H"], "positions_angstrom": [[0.7375, 0.6794, -1.3758], [0.0342, 0.1957, 2.1850], [-0.3513, 0.1398, -0.9300], [0.6905, 1.6995, -2.2162], [-1.4193, -1.6066, 0.1554], [-0.2926, -0.8760, -0.0644], [1.7273, 0.3211, -1.0840], [-0.7945, 0.8680, 2.0796], [-0.1025, -0.7169, 2.7292], [1.0257, 0.5713, 2.0255], [1.5281, 2.0993, -2.6046], [-0.2071, 2.0548, -2.5109], [-2.2556, -1.0757, -0.0640], [-1.4198, -2.5397, -0.2500], [0.5845, -1.3973, 0.0689]], "atomic_forces_ev_per_a": [[0.4432, -0.4291, 0.4139], [-0.0361, -0.3129, -0.6318], [-1.0032, 0.2319, -0.4712], [-0.0650, 0.0544, -0.0246], [-0.3471, -0.1383, 0.1672], [0.9723, 0.1213, 0.7470], [0.0145, 0.0810, -0.0741], [-0.2188, 0.1396, -0.0800], [-0.0313, -0.2389, 0.1662], [0.2776, 0.1087, 0.0041], [-0.0347, -0.0237, 0.0341], [0.0445, 0.0334, -0.0360], [0.2138, 0.0285, -0.0818], [0.2024, 0.2122, -0.0484], [-0.4320, 0.1318, -0.0846]], "mulliken_charge": [0.028, -0.749, -0.517, -0.276, -0.515, 0.353, 0.324, 0.313, 0.319, 0.329, 0.242, 0.266, 0.291, 0.271, 0.320], "e_tot_ha": -300.227008, "mol_weight_g_mol": 89.1, "de_lowest_kcal_mol": 120.69, "largest_force_ev_per_a": 1.23, "total_charge": 1, "e_homo_ev": [-13.12, -12.70]}

{"formula": "C2H9N4", "method": "ωB97M-V/def2-TZVPD", "symbols": ["C", "C", "N", "N", "N", "N", "H", "H", "H", "H", "H", "H", "H", "H", "H"], "positions_angstrom": [[-1.4568, -0.1935, -0.0639], [2.1399, -0.1302, -0.4623], [-0.1608, -0.7432, 0.5088], [-2.4941, -1.0237, -0.0019], [-1.5575, 1.1189, -0.1240], [1.0134, -0.0541, 0.6786], [1.6650, 0.4838, -1.2378], [2.9906, 0.4048, -0.1337], [2.2228, -1.1640, -0.5189], [-2.3310, -2.0503, 0.1711], [-3.5307, -0.8037, 0.1356], [-0.7122, 1.7244, 0.0168], [-2.4150, 1.7474, -0.3432], [1.4674, -0.5648, 1.3535], [0.9649, 0.9100, 0.9649]], "atomic_forces_ev_per_a": [[2.7459, -1.2797, -2.0536], [-3.1602, 2.0002, -0.0193], [-1.6985, -1.9133, 0.2770], [-3.0895, -3.3155, 1.1925], [-0.6387, 6.6740, 0.2100], [0.4915, 1.7540, -1.6299], [0.4169, -1.0271, -0.5077], [0.8811, 0.2418, 0.8446], [0.5421, -1.6242, -1.1346], [0.0422, 1.8747, -0.5307], [2.2154, 0.2774, 0.1140], [-1.5519, -1.0931, -0.4467], [1.9176, -2.1900, 0.6745], [1.2478, -1.1822, 2.6827], [-0.3618, 0.8028, 0.3272]], "mulliken_charge": [0.403, -0.735, -0.534, -0.399, -0.433, 0.060, 0.328, 0.365, 0.369, 0.245, 0.238, 0.145, 0.227, 0.342, 0.379], "s_squared": 2.007, "e_tot_ha": -300.139946, "mol_weight_g_mol": 89.1, "de_lowest_kcal_mol": 56.28, "largest_force_ev_per_a": 6.71, "spin_multiplicity": 3, "total_charge": 1, "e_homo_ev": [-8.65, -13.57]}

> What is the formula in the eighth record?

C2H9N4